Run a
ORCA calculation (wB97M-V/def2-TZVPD) on C4H12N2O2 as an isolated structure.

* HOMO energy: -7.97 eV
* lowest unoccupied orbital energy: 0.73 eV

```
! wB97M-V def2-TZVPD RIJCOSX def2/J DEFGRID3
* xyz 0 1
C -0.710 0.152 -0.624
C 0.747 -0.540 0.472
C 1.575 0.471 -0.152
C -1.692 -1.012 -0.584
N -1.233 1.262 0.113
N 0.438 -0.385 1.813
O -0.511 0.558 -1.974
O 3.067 0.090 0.513
H -0.060 -0.144 -2.456
H 3.003 0.288 1.458
H 0.985 -1.562 0.187
H -2.218 1.417 -0.084
H -0.740 2.111 -0.140
H -0.109 -1.129 2.220
H 0.041 0.523 2.030
H 1.861 0.298 -1.181
H 1.391 1.503 0.138
H -1.941 -1.269 0.444
H -2.614 -0.745 -1.110
H -1.277 -1.887 -1.084
*
```

Run b
ORCA calculation (wB97M-V/def2-TZVPD) on a 2-piece molecular cluster, C4H12N2O2 overall.

* HOMO energy: -8.48 eV
* lowest unoccupied orbital energy: 0.76 eV

```
! wB97M-V def2-TZVPD RIJCOSX def2/J DEFGRID3
* xyz 0 1
C 2.377 -1.295 0.217
N 1.355 -0.824 -0.694
C 0.026 -0.741 -0.307
C -0.972 -0.989 -1.423
O -0.292 -0.994 0.887
H 2.488 -2.385 0.183
H 3.330 -0.827 -0.031
H 2.119 -1.009 1.235
H 1.537 -0.967 -1.675
H -1.131 -2.061 -1.540
H -1.911 -0.504 -1.165
H -0.623 -0.575 -2.368
C -0.811 1.554 1.647
N -0.721 1.899 0.277
O -2.034 1.839 -0.291
H -0.774 0.329 1.633
H -1.667 2.010 2.138
H 0.121 1.829 2.141
H -0.230 0.988 -0.211
H -2.187 2.721 -0.653
*
```

Energies relative to the minimum, kJ/mol: run a 0.0; run b 77.3

Run a
ORCA calculation (wB97M-V/def2-TZVPD) on one molecule with the formula C2HBrClF.

* HOMO energy (spin up / spin down): -8.29 / -8.29 eV
* lowest unoccupied orbital energy (spin up / spin down): -1.23 / -1.24 eV

```
! wB97M-V def2-TZVPD RIJCOSX def2/J DEFGRID3
* xyz 0 1
C -0.176 -0.637 -1.260
C -0.533 1.472 1.447
F 0.028 0.625 2.282
Cl -0.367 0.927 -0.166
Br 0.500 -2.104 -0.311
H 0.550 -0.282 -1.991
*
```

Run b
ORCA calculation (wB97M-V/def2-TZVPD) on a 2-piece molecular cluster, C2HBrClF overall.

* HOMO energy: -10.22 eV
* lowest unoccupied orbital energy: -0.81 eV

```
! wB97M-V def2-TZVPD RIJCOSX def2/J DEFGRID3
* xyz 0 1
C -0.666 -0.172 -0.133
C 0.560 0.243 0.027
F 1.664 -1.167 -0.525
Cl 1.480 1.379 0.718
Br -2.121 0.782 0.589
H -0.916 -1.066 -0.676
*
```

Energies relative to the minimum, kJ/mol: run a 399.3; run b 0.0